Record 1
{"formula": "C18H22N4O3", "method": "ωB97M-V with the def2-TZVPD basis set", "symbols": ["C", "C", "H", "H", "C", "C", "H", "C", "O", "H", "H", "C", "O", "H", "O", "C", "H", "H", "C", "H", "C", "C", "H", "C", "H", "H", "H", "C", "C", "C", "H", "H", "H", "N", "N", "H", "H", "H", "N", "C", "N", "C", "H", "C", "H", "C", "H"], "coordinates": [[3.79509, 1.82721, -0.91416], [-3.07491, 1.95153, 0.13938], [-7.39189, 1.05667, 1.02534], [5.79578, -1.31246, 2.23693], [-3.97945, -0.35585, -0.11140], [-6.31519, -0.71980, 0.39923], [2.82836, 1.04511, 1.72206], [4.44570, 1.76574, 0.47340], [-3.29348, 3.10689, 0.44417], [-0.26714, 2.88661, -0.39576], [-4.13819, -3.08409, 0.29580], [5.31495, -2.02449, 1.56984], [3.53561, -0.53082, 0.75794], [-7.17561, -1.36623, 0.48335], [2.12223, -0.08855, -2.03020], [1.63663, 0.77274, -1.31984], [-5.37481, 2.51690, 0.82119], [4.57149, -2.58248, 2.13351], [3.80892, 0.69845, 1.38265], [4.23943, -2.05544, -0.30322], [-1.81239, -0.01721, -0.59467], [0.21549, 0.80304, -0.93340], [0.20036, -1.68548, -2.37416], [-1.85946, 1.35843, -0.29376], [-0.97217, -2.32982, -1.18694], [4.44428, 0.56282, 2.26944], [-5.83096, -3.22275, -0.22571], [-0.55901, 1.86166, -0.51083], [-0.12905, -1.65782, -1.33541], [-5.36372, 1.45874, 0.60333], [4.14488, 2.72237, -1.44114], [4.06199, 0.94515, -1.50156], [4.34446, 2.72847, 0.97905], [2.35666, 1.82308, -0.84500], [-2.84155, -0.87080, -0.50422], [0.71050, -1.95525, -0.70591], [5.51145, 1.57079, 0.34446], [-4.55729, -2.74753, -1.36978], [-4.14668, 0.98677, 0.20493], [4.65075, -1.31693, 0.38954], [-0.56350, -0.33458, -0.98472], [-5.11606, -1.22220, -0.00162], [5.39343, -0.71635, -0.15016], [-4.90929, -2.66014, -0.34403], [6.06977, -2.71341, 1.20113], [-6.44448, 0.65398, 0.70879], [1.91806, 2.46734, -0.20788]], "spin_multiplicity": 1, "e_homo_ev": -7.564}


Record 2
{"formula": "C31H25CoF2N6O7S2", "method": "ωB97M-V with the def2-TZVPD basis set", "symbols": ["N", "C", "C", "H", "C", "C", "N", "C", "C", "C", "Co", "F", "C", "H", "S", "C", "C", "C", "C", "H", "C", "H", "C", "C", "H", "H", "O", "C", "H", "C", "O", "C", "H", "N", "C", "N", "N", "C", "N", "H", "H", "H", "F", "C", "C", "H", "H", "C", "H", "H", "C", "C", "H", "C", "C", "C", "H", "H", "C", "H", "C", "O", "H", "H", "O", "C", "H", "H", "O", "H", "H", "O", "O", "S"], "coordinates": [[-0.09128, -0.23317, 2.86191], [-1.12272, -2.56615, 0.99515], [5.56058, 0.67853, 0.93352], [3.45902, 0.74346, 0.49760], [-3.95399, 0.96875, -0.80482], [-1.63181, -3.96002, -1.03555], [-0.62194, 0.74244, -1.03168], [-1.86255, -1.39663, -3.77129], [-1.08674, 2.16222, -2.89475], [-0.19508, -0.68375, 5.19593], [-0.28626, 0.31542, 0.89688], [-0.20646, 3.02953, 1.58564], [-4.42275, 1.59612, -1.94733], [8.55704, 0.46701, 0.52444], [2.49428, -1.99081, 0.80591], [4.30064, 0.12385, 0.78219], [-1.19843, -1.54621, -1.09446], [-1.34123, -3.90593, 0.42051], [-1.06991, -0.31071, -1.77621], [-4.09912, -0.09960, -0.66851], [-1.61334, -2.67822, -1.75610], [-1.06578, -2.45912, 2.07390], [-0.68216, -0.09925, 4.04962], [1.62848, -1.56445, 3.88614], [-2.26313, -3.46723, -3.66084], [-1.71590, -4.67418, 1.08668], [-4.65663, 5.14103, -3.43957], [0.98081, -1.44012, 5.08859], [-4.94785, 1.03753, -2.71239], [4.11802, -1.22848, 1.04324], [-0.37070, -4.35544, -0.51215], [-1.44510, -0.19345, -3.13135], [-1.59099, 0.49306, 4.07004], [-2.18605, -1.44496, -5.22019], [-3.27147, 1.69837, 0.16880], [-1.00970, -1.49863, 0.29937], [-2.64363, 1.01081, 1.23990], [-4.22783, 2.96008, -2.12999], [1.56435, -0.82822, 1.50533], [-2.23852, -4.76679, -1.43215], [7.95412, 1.56016, 1.76520], [1.28468, 1.86664, 2.22439], [1.50463, 2.39190, 0.33011], [1.07987, -0.91674, 2.75138], [6.64654, -0.09730, 1.33728], [-2.56935, 3.63490, 0.75368], [1.39414, -1.92013, 5.96772], [-3.59766, 3.69036, -1.13802], [-3.09192, 0.12354, 1.42643], [-1.18116, 3.17251, -3.26261], [-0.63715, 1.93523, -1.58200], [-1.46907, 1.11667, -3.67722], [5.70133, 1.73698, 0.74591], [-1.95307, -2.58931, -3.11459], [0.64218, 1.93449, 1.33821], [5.18149, -2.01818, 1.44218], [-0.30509, 2.75659, -0.96627], [-2.57142, 1.54741, 2.09364], [8.01609, 0.51191, 1.47259], [7.27055, -2.06093, 1.92153], [6.43878, -1.44718, 1.59332], [-1.92445, -0.47853, -5.90074], [-0.70896, -0.55767, 6.13750], [2.53951, -2.13221, 3.77804], [-5.96196, 3.14595, -4.03027], [-3.10884, 3.06706, 0.00463], [-1.84420, 1.29844, -4.66898], [-3.47483, 4.75571, -1.28567], [-3.58744, 3.26415, -4.58133], [5.00695, -3.06654, 1.64876], [8.61194, -0.01636, 2.21723], [-2.71783, -2.45516, -5.64384], [2.55313, -3.24287, 1.60955], [-4.66570, 3.71184, -3.69965]], "charge": -1, "spin_multiplicity": 2, "s_squared": 0.77, "e_homo_ev": [-5.532, -5.719]}


Record 3
{"formula": "C3H4Cl2O", "method": "ωB97M-V with the def2-TZVPD basis set", "symbols": ["Cl", "Cl", "C", "H", "C", "O", "H", "H", "H", "C"], "coordinates": [[0.09809, 1.25873, 2.63178], [0.01835, -1.29502, -1.92388], [-0.03021, 0.91136, 0.90220], [-0.89590, 0.18632, 0.72118], [-1.46770, -1.62358, -1.30197], [1.52354, 1.08729, -0.92752], [1.82080, -0.23025, 0.66726], [-0.51320, 1.88752, 0.49754], [-1.78207, -2.79828, -1.39160], [1.22830, 0.61592, 0.12503]], "spin_multiplicity": 1, "e_homo_ev": [-9.209, -9.207]}


Record 4
{"formula": "C16H17N", "method": "ωB97M-V with the def2-TZVPD basis set", "symbols": ["H", "C", "C", "H", "C", "H", "C", "H", "C", "H", "H", "H", "H", "C", "H", "H", "H", "C", "H", "C", "H", "C", "H", "C", "C", "C", "N", "H", "H", "H", "C", "C", "C", "C"], "coordinates": [[3.53554, -0.21359, -3.77980], [0.52659, 0.37229, -2.05768], [-1.05897, -1.78780, 3.23642], [2.05088, 0.16096, -4.77056], [0.58899, -2.26665, -1.59148], [1.12192, -2.16814, 2.85658], [-0.60390, 1.79209, 1.25119], [-3.02795, -1.39321, 3.22891], [0.47211, -0.23232, 2.35217], [-1.28207, 0.25491, -0.73046], [2.41041, -2.32081, -2.59902], [0.14710, 2.59750, -0.29447], [0.45728, 1.40428, -2.26258], [0.34615, -1.45854, 2.81106], [0.74027, -3.34433, -1.47911], [0.39072, 3.81317, 1.00298], [-1.13899, -2.26206, -0.41301], [1.56468, -1.66308, -2.35394], [1.45473, 0.32457, 2.21650], [2.46842, 0.28924, -3.74452], [2.64020, 1.39635, -3.72606], [-0.44322, -1.63915, -1.06230], [-2.15253, 2.83150, 0.19475], [-0.47105, -0.17661, -1.25750], [-0.60444, 0.56483, 1.99726], [1.55721, -0.35274, -2.74985], [-2.82440, 1.06954, 1.40318], [-1.31319, -2.69516, 3.84901], [1.52859, 2.50059, 0.97740], [-3.55024, 0.72003, 0.87743], [-1.94823, 0.19915, 2.14367], [0.45092, 2.68126, 0.79107], [-2.11523, -1.03906, 2.86569], [-1.91830, 2.04100, 0.81708]], "spin_multiplicity": 1, "e_homo_ev": -7.772}


Record 5
{"formula": "C21H62O10", "method": "ωB97M-V with the def2-TZVPD basis set", "symbols": ["C", "H", "H", "H", "H", "H", "C", "H", "H", "H", "O", "C", "O", "H", "H", "H", "O", "H", "H", "H", "H", "C", "C", "O", "H", "H", "H", "H", "H", "H", "H", "H", "O", "H", "H", "H", "H", "C", "H", "C", "C", "H", "H", "H", "H", "H", "H", "C", "C", "H", "H", "C", "O", "H", "C", "H", "H", "H", "H", "H", "H", "H", "H", "O", "H", "C", "H", "H", "H", "C", "C", "H", "H", "H", "H", "H", "O", "H", "H", "H", "C", "H", "H", "C", "H", "C", "C", "H", "C", "H", "O", "C", "O"], "coordinates": [[7.83542, 13.32819, 1.48334], [-1.75957, 18.38985, 5.56861], [3.45833, 17.39357, 3.95397], [9.03796, 18.17773, 3.19459], [-0.92405, 18.21792, 7.96364], [2.31155, 14.30889, 9.05715], [7.13974, 17.18561, 2.98840], [5.39199, 15.10405, 6.19160], [5.46243, 12.47422, 8.65294], [8.55413, 16.31447, 0.80929], [9.14196, 16.14808, 3.62648], [8.61784, 12.95106, 0.23807], [0.16787, 13.89434, 3.80497], [10.14749, 17.03494, 1.12132], [-0.01831, 13.05750, -0.09752], [-2.86068, 14.91463, 4.49068], [4.47919, 14.89358, 6.41850], [-1.93209, 13.74466, -1.52360], [2.98827, 15.35971, 5.06270], [3.87703, 16.28955, 1.85724], [4.36581, 15.25261, 3.21540], [-0.09131, 18.00369, 8.63426], [0.10755, 15.71974, 7.49438], [4.72251, 13.08664, 8.65564], [4.54318, 14.17177, 7.07710], [0.49617, 18.91265, 8.76152], [6.68754, 16.21766, 2.80131], [0.90070, 16.45212, 2.46184], [0.83953, 14.51351, 4.14780], [2.36514, 13.57370, 7.40598], [4.28628, 10.51002, 8.44701], [-2.16049, 15.42610, 1.63098], [7.68878, 12.17662, 2.32879], [0.66484, 14.36500, -1.06758], [3.50160, 11.29620, 7.08136], [3.30328, 12.32286, 10.00036], [2.90435, 14.94666, 2.22054], [-2.27621, 14.34987, -0.66950], [8.04675, 12.27006, -0.39960], [-3.04906, 16.73914, 5.28461], [3.45513, 12.43926, 8.92184], [-0.29424, 15.21529, 8.38091], [5.92835, 13.24068, 0.56118], [8.45544, 14.02485, 2.06276], [6.55905, 14.88207, 0.60514], [1.58836, 16.70996, 8.68204], [2.54674, 18.91822, -1.69486], [9.07989, 17.10164, 1.35372], [0.81846, 16.97806, 7.94327], [8.99051, 13.83392, -0.27446], [0.92149, 17.87578, 3.52023], [3.51271, 15.70667, 2.71288], [2.97915, 19.03223, -0.84117], [-4.29446, 18.27139, 6.19984], [2.72507, 16.64852, 3.62358], [-0.78050, 15.93367, 6.89448], [9.47146, 12.31974, 0.50312], [1.57967, 16.99455, 6.10607], [8.81852, 18.01817, 0.80990], [-0.39933, 17.64705, 9.61501], [-0.38815, 14.40764, 3.19486], [-2.83570, 15.08153, -1.26531], [7.54322, 12.50568, 3.21976], [-1.36777, 14.89244, 1.49385], [2.27206, 19.29771, -0.24230], [-1.85163, 17.57337, 4.84487], [-2.07234, 18.12001, 3.92410], [-0.97062, 16.95350, 4.70752], [10.03036, 15.94093, 3.30915], [8.66580, 17.22352, 2.81309], [-4.32399, 17.57525, 5.36002], [2.49811, 10.61099, 8.38141], [0.91588, 14.33290, 0.67373], [-2.91738, 16.33528, 6.29264], [6.96825, 17.56811, 3.99524], [1.43631, 12.89250, 8.79088], [1.44093, 17.60747, 6.84333], [-4.47274, 18.15752, 4.44693], [5.92643, 14.20470, 2.06809], [6.62356, 17.89433, 2.33391], [-1.07317, 14.93913, 0.07059], [1.86867, 17.88440, 2.07584], [0.74224, 15.05027, 6.92084], [2.36426, 13.38845, 8.47608], [-2.95165, 13.71345, -0.10868], [6.49138, 13.94977, 1.17246], [3.43432, 11.12667, 8.15564], [-5.18943, 16.91880, 5.44116], [1.53119, 17.23107, 2.88427], [-0.89155, 15.99154, -0.16857], [-3.30484, 15.74435, 4.28720], [0.19306, 14.12691, -0.11159], [2.24626, 15.90356, 4.74762]], "spin_multiplicity": 1, "e_homo_ev": -9.312}


Record 6
{"formula": "CHClNO2S", "method": "ωB97M-V with the def2-TZVPD basis set", "symbols": ["H", "N", "O", "Cl", "C", "S", "O"], "coordinates": [[0.32212, 0.16567, 0.32675], [-0.96387, -1.47766, -0.54590], [-2.58637, 0.02400, -0.39717], [1.67731, -1.02054, -0.47976], [-1.41125, -0.26406, -0.31938], [-1.12039, -2.45846, -1.69768], [-0.53446, 0.59221, 0.44302]], "charge": -1, "spin_multiplicity": 1, "e_homo_ev": [-4.632, -4.800]}


Table of energy above the lowest of the compared OMol25 structures with the same formula, charge and spin (kcal per mole), in record order: 21.9; 52.4; 114.7; 69.9; 5.1; 23.6